(1)
ORCA calculation (ωB97M-V with the def2-TZVPD basis set) on C27H45AuClN3P as an isolated structure in a non-equilibrium geometry.

Summary:
- 2S+1 = 3
- Kohn-Sham gap (alpha / beta) (eV) = 5.2 / 7.5
- net charge = -1
- F_max (eV/Å) = 3.17
- energy (eV) = -58701.79246

Geometry as XYZ:
```
78
C27H45AuClN3P | the OMol25 dataset | ωB97M-V with the def2-TZVPD basis set
Au 0.80 0.90 2.00
P 0.77 0.91 -0.34
Cl 2.53 2.52 2.24
C -1.29 -0.02 1.44
H -1.11 -0.95 0.89
H -1.80 -0.17 2.39
C 2.50 1.25 -0.91
C -0.39 2.35 -0.47
C 2.74 1.30 -2.42
H 2.71 2.23 -0.46
C 4.19 1.72 -2.69
H 2.57 0.31 -2.86
H 2.04 2.00 -2.91
C 5.20 0.80 -2.00
H 4.37 1.73 -3.77
H 4.33 2.75 -2.32
C 4.91 0.58 -0.51
H 5.19 -0.18 -2.51
H 6.21 1.20 -2.12
C 3.44 0.22 -0.25
H 5.55 -0.21 -0.11
H 5.14 1.50 0.05
H 3.23 -0.78 -0.65
H 3.25 0.20 0.83
C 0.02 -0.39 -1.43
C -1.78 1.77 -0.26
H -0.11 2.93 0.43
C -2.77 2.90 -0.02
H -2.10 1.19 -1.14
H -1.77 0.85 0.74
C -2.71 3.99 -1.11
H -3.79 2.50 0.03
H -2.56 3.35 0.96
C -1.28 4.45 -1.47
H -3.20 3.62 -2.01
H -3.28 4.87 -0.77
C -0.29 3.29 -1.67
H -1.32 5.06 -2.38
H -0.90 5.09 -0.67
H -0.52 2.76 -2.60
H 0.73 3.68 -1.75
C 0.83 -1.70 -1.42
H -0.94 -0.61 -0.95
C 0.03 -2.82 -2.09
H 1.78 -1.55 -1.96
H 1.10 -1.99 -0.39
C -0.41 -2.43 -3.51
H 0.65 -3.73 -2.12
H -0.85 -3.05 -1.48
C -1.10 -1.07 -3.57
H 0.48 -2.41 -4.16
H -1.07 -3.20 -3.91
C -0.30 0.03 -2.87
H -1.28 -0.78 -4.61
H -2.09 -1.15 -3.08
H 0.63 0.22 -3.42
H -0.87 0.96 -2.90
C -1.61 -3.24 1.37
C -2.80 -2.51 1.34
H -1.15 -3.62 0.45
C -3.64 -2.32 2.56
H -3.23 -2.19 0.39
C -2.81 -2.37 3.86
H -4.21 -1.39 2.52
H -4.39 -3.13 2.61
C -1.77 -3.49 3.87
H -2.29 -1.42 4.02
H -3.47 -2.50 4.73
C -0.85 -3.44 2.63
H -1.16 -3.42 4.79
H -2.27 -4.46 3.90
H -0.12 -2.62 2.78
H -0.26 -4.37 2.57
N 0.49 0.19 3.98
C 0.09 -0.21 5.01
N -0.51 -0.76 6.00
C -0.13 -0.73 7.26
N 0.10 -0.78 8.41
```

=====

(2)
ORCA calculation (ωB97M-V with the def2-TZVPD basis set) on C19H14BrCl2N3O4Se3TeW as an isolated structure.

Summary:
- Kohn-Sham gap (alpha / beta) (eV) = 3.8 / 4.1
- net charge = 0
- energy above the lowest of the compared OMol25 structures with the same formula, charge and spin (kJ/mol) = 0.00
- F_max (eV/Å) = 0.41
- energy (eV) = -332834.30089

Geometry as XYZ:
```
48
C19H14BrCl2N3O4Se3TeW | the OMol25 dataset | ωB97M-V with the def2-TZVPD basis set
W 0.61 0.65 -0.69
O -2.56 -1.98 -1.60
C -1.69 -1.15 -1.59
N -0.62 -1.06 -0.69
C -0.38 -2.08 0.22
O -0.87 -3.18 0.23
C 0.63 -1.67 1.24
C 0.99 -2.51 2.28
C 1.93 -2.08 3.19
C 2.49 -0.82 3.02
C 2.10 -0.03 1.96
N 1.18 -0.46 1.07
C -1.66 -0.03 -2.58
C -2.59 0.05 -3.60
C -2.51 1.10 -4.49
C -1.50 2.04 -4.32
C -0.62 1.91 -3.27
N -0.69 0.88 -2.42
H 0.50 -3.47 2.35
H 2.23 -2.71 4.02
H 3.23 -0.43 3.71
H 2.51 0.95 1.78
H -3.34 -0.72 -3.66
H -3.21 1.19 -5.30
H -1.41 2.89 -4.99
H 0.17 2.63 -3.09
Se 4.27 -0.45 -1.19
Se 5.70 -0.92 -2.77
Te 2.62 -1.78 -4.35
Se 2.17 -1.02 -2.12
O 1.59 2.15 -1.46
O 1.87 1.97 -0.04
Cl -0.92 -0.09 4.05
C -0.58 1.46 4.86
Cl -1.84 2.66 4.59
H 0.35 1.84 4.46
H -0.51 1.26 5.92
Br -4.48 4.27 2.05
C -3.06 3.22 1.36
C -3.21 1.85 1.25
C -2.16 1.08 0.76
C -0.94 1.65 0.37
C -0.83 3.05 0.51
C -1.88 3.82 0.99
H -4.14 1.38 1.56
H -2.32 0.01 0.71
H 0.09 3.54 0.22
H -1.76 4.90 1.09
```

=====

(3)
ORCA calculation (ωB97M-V with the def2-TZVPD basis set) on C4H6N2O in the gas phase.

Summary:
- Kohn-Sham gap (eV) = 7.9
- net charge = 0
- energy above the lowest of the compared OMol25 structures with the same formula, charge and spin (kJ/mol) = 535.80
- F_max (eV/Å) = 0.80
- energy (eV) = -9267.94864

Geometry as XYZ:
```
13
C4H6N2O | the OMol25 dataset | ωB97M-V with the def2-TZVPD basis set
C 1.19 0.48 -1.13
C -0.48 0.59 1.23
C -0.50 -0.87 1.22
C -0.27 0.59 -1.10
O 0.72 -0.85 -1.01
N -1.10 0.78 -0.05
N -0.75 -2.01 1.23
H -0.92 -2.76 0.58
H 1.69 0.71 -2.07
H 1.78 0.85 -0.29
H -1.13 0.94 2.04
H 0.54 0.97 1.41
H -0.77 0.59 -2.06
```

=====

(4)
ORCA calculation (ωB97M-V with the def2-TZVPD basis set) on C33H52B2GeN6O7Pb as an isolated structure in a non-equilibrium geometry.

Summary:
- 2S+1 = 2
- Kohn-Sham gap (alpha / beta) (eV) = 7.7 / 3.6
- net charge = +1
- energy above the lowest of the compared OMol25 structures with the same formula, charge and spin (kJ/mol) = 217.98
- F_max (eV/Å) = 4.12
- energy (eV) = -121450.37132

Geometry as XYZ:
```
102
C33H52B2GeN6O7Pb | the OMol25 dataset | ωB97M-V with the def2-TZVPD basis set
Pb 11.98 11.48 14.79
C 12.85 9.47 11.17
C 13.22 9.09 12.60
C 13.46 7.57 12.77
C 14.46 9.80 13.17
O 12.12 9.47 13.46
Ge 10.63 8.17 14.14
O 10.72 9.48 15.65
C 9.79 9.47 16.77
C 9.11 8.12 16.78
C 10.64 9.61 18.03
C 8.84 10.69 16.68
O 9.12 8.93 13.34
C 8.37 8.71 12.13
C 8.53 9.95 11.30
C 8.85 7.48 11.35
C 6.89 8.54 12.51
H 13.64 9.11 10.51
H 12.72 10.54 11.06
H 11.92 8.96 11.01
H 14.48 7.39 12.35
H 12.69 6.98 12.24
H 13.47 7.42 13.89
H 15.31 9.37 12.64
H 14.55 9.57 14.24
H 14.43 10.90 13.09
H 9.94 7.40 16.63
H 8.40 7.90 15.96
H 8.54 7.96 17.72
H 11.59 9.04 17.85
H 10.17 9.20 18.96
H 10.89 10.65 18.32
H 8.38 10.72 15.67
H 9.39 11.61 16.91
H 8.07 10.63 17.48
H 9.51 9.91 10.76
H 8.39 10.80 11.99
H 7.67 10.04 10.59
H 9.94 7.48 11.32
H 8.47 7.53 10.28
H 8.50 6.58 11.85
H 6.59 9.24 13.33
H 6.73 7.54 12.90
H 6.22 8.73 11.65
C 15.35 11.96 17.91
C 14.62 11.14 16.97
N 14.13 11.92 15.98
N 14.39 13.23 16.28
C 15.19 13.26 17.39
B 13.89 14.42 15.40
N 12.41 14.73 15.78
C 11.73 15.84 15.53
C 10.38 15.63 15.77
C 10.32 14.30 16.26
N 11.57 13.75 16.24
N 13.98 14.07 13.85
C 14.95 14.48 12.98
C 14.66 13.89 11.72
C 13.53 13.11 11.97
N 13.14 13.20 13.27
H 16.02 11.57 18.72
H 14.55 10.06 17.01
H 15.55 14.25 17.68
H 14.68 15.30 15.56
H 12.20 16.77 15.18
H 9.63 16.38 15.67
H 9.46 13.72 16.40
H 15.74 15.14 13.25
H 15.12 14.17 10.77
H 13.08 12.50 11.22
C 8.77 16.42 6.06
C 9.22 17.12 7.36
C 10.66 16.67 7.67
C 9.19 18.63 7.17
C 8.26 16.79 8.51
C 6.83 16.80 8.23
C 5.90 16.33 9.19
C 6.46 15.73 10.28
O 5.83 14.91 11.24
B 6.84 14.60 12.14
O 8.09 14.99 11.73
C 7.80 15.71 10.56
C 8.71 16.44 9.79
H 9.34 16.89 5.26
H 7.70 16.58 5.87
H 9.01 15.33 6.04
H 11.39 16.90 6.91
H 10.64 15.58 7.87
H 11.06 17.16 8.57
H 9.90 18.97 6.42
H 9.50 19.16 8.07
H 8.20 19.00 6.86
H 6.48 17.15 7.26
H 4.80 16.53 9.12
H 9.71 16.52 10.22
C 4.18 13.62 15.89
O 5.44 13.76 15.10
C 5.45 14.59 14.09
O 6.52 14.12 13.36
H 3.81 12.63 15.59
H 3.42 14.33 15.61
H 4.37 13.63 16.95
```

=====

- Number 3 is which compound?
  C4H6N2O

=====

- Which of these has the lowest net charge?
  C27H45AuClN3P

=====

Please write out number 2 again, unchanged.
ORCA calculation (ωB97M-V with the def2-TZVPD basis set) on C19H14BrCl2N3O4Se3TeW as an isolated structure.

Summary:
- Kohn-Sham gap (alpha / beta) (eV) = 3.8 / 4.1
- net charge = 0
- energy above the lowest of the compared OMol25 structures with the same formula, charge and spin (kJ/mol) = 0.00
- F_max (eV/Å) = 0.41
- energy (eV) = -332834.30089

Geometry as XYZ:
```
48
C19H14BrCl2N3O4Se3TeW | the OMol25 dataset | ωB97M-V with the def2-TZVPD basis set
W 0.61 0.65 -0.69
O -2.56 -1.98 -1.60
C -1.69 -1.15 -1.59
N -0.62 -1.06 -0.69
C -0.38 -2.08 0.22
O -0.87 -3.18 0.23
C 0.63 -1.67 1.24
C 0.99 -2.51 2.28
C 1.93 -2.08 3.19
C 2.49 -0.82 3.02
C 2.10 -0.03 1.96
N 1.18 -0.46 1.07
C -1.66 -0.03 -2.58
C -2.59 0.05 -3.60
C -2.51 1.10 -4.49
C -1.50 2.04 -4.32
C -0.62 1.91 -3.27
N -0.69 0.88 -2.42
H 0.50 -3.47 2.35
H 2.23 -2.71 4.02
H 3.23 -0.43 3.71
H 2.51 0.95 1.78
H -3.34 -0.72 -3.66
H -3.21 1.19 -5.30
H -1.41 2.89 -4.99
H 0.17 2.63 -3.09
Se 4.27 -0.45 -1.19
Se 5.70 -0.92 -2.77
Te 2.62 -1.78 -4.35
Se 2.17 -1.02 -2.12
O 1.59 2.15 -1.46
O 1.87 1.97 -0.04
Cl -0.92 -0.09 4.05
C -0.58 1.46 4.86
Cl -1.84 2.66 4.59
H 0.35 1.84 4.46
H -0.51 1.26 5.92
Br -4.48 4.27 2.05
C -3.06 3.22 1.36
C -3.21 1.85 1.25
C -2.16 1.08 0.76
C -0.94 1.65 0.37
C -0.83 3.05 0.51
C -1.88 3.82 0.99
H -4.14 1.38 1.56
H -2.32 0.01 0.71
H 0.09 3.54 0.22
H -1.76 4.90 1.09
```

=====

- The lowest energy belongs to which entry?
  C19H14BrCl2N3O4Se3TeW